No. 1
ORCA calculation (ωB97M-V with the def2-TZVPD basis set) on a molecular structure, C46H97CdF6N8O27P2S2.

Structure (ORCA input):
```
! RIJCOSX wB97M-V def2-TZVPD def2/J DEFGRID3
* xyz 1 1
H 0.68052 -5.96348 -7.35753
H 3.75622 9.36218 -2.21223
H -1.13463 -7.09963 9.56609
O 1.72214 -5.23702 6.82648
H 13.31813 -2.94402 -2.40437
H 6.87868 2.12621 8.67170
C -7.66276 -2.41536 6.25318
H 10.26509 -3.47673 -1.58249
C 1.70741 1.67396 0.21913
O -3.69195 7.14274 1.28220
O -0.14453 2.07661 2.27969
O -3.80704 9.25673 2.08835
H -1.40822 -11.81839 -9.06040
C 12.58709 -2.14078 -2.49653
H 3.04799 7.84829 -2.00300
C -0.36167 -6.09283 -7.06561
F -0.80003 -0.95553 -1.68623
H 1.84582 1.87904 8.12038
H -4.02802 11.12318 2.65564
H -8.92300 1.80788 -4.10944
C -1.51814 -7.37353 8.58324
C 12.43189 -2.07932 1.89299
H -10.97527 1.86154 -0.26291
F 2.31625 0.99898 1.15495
H 14.17456 0.46675 1.77807
H -7.54468 -6.43736 -5.73851
C -11.14653 -1.28733 6.24039
C 4.34425 1.38611 9.24558
H 10.68624 0.09712 2.29323
H -0.40801 -6.03045 -5.97838
H -6.82393 -2.13505 6.89027
H -8.33941 -0.87114 5.11597
H 3.35862 -2.23142 -4.15226
C 1.80992 9.97431 -6.25574
O -0.30185 -0.32423 1.03851
O -8.89636 2.32262 -0.07479
C -7.57666 -5.50379 -5.17682
H 9.09113 -1.93074 -0.85026
C -13.49948 -1.56365 6.14540
H -0.74422 -8.30811 6.72204
H -0.82404 -11.26665 -6.54086
H 5.10813 -2.00362 -5.79662
H -0.11000 -12.70014 -8.32579
O 3.21700 0.66655 9.21800
C 6.70074 1.16535 9.15461
H 2.01503 5.20024 -5.08278
H 11.02635 -3.42087 0.08120
C 2.70502 5.86336 -5.60459
H -2.98338 6.02331 4.48790
H -6.59021 -5.18509 -4.84000
O -7.30289 2.39108 -1.78396
H -8.11003 -3.28923 6.72690
O -0.39133 -5.59141 6.14470
O 5.41557 0.56633 9.34624
H -2.31248 -8.11436 8.67435
C -8.44274 1.98344 -1.36310
H -4.75072 6.07564 4.44414
H 1.20325 0.49653 8.83327
H 2.50481 10.40577 -5.53526
C -10.10416 1.76105 0.38452
C 4.16232 7.82794 -5.20760
O -0.83794 -7.43682 -7.48832
H 8.96928 0.11563 1.94804
C 2.77794 8.90196 -2.07342
C -9.85307 -5.86111 -4.55581
H 8.42795 0.74551 7.95378
H 13.19420 -1.26116 -2.71052
C -0.28414 -8.55625 -6.90568
O -3.88728 7.55516 3.55782
H -10.43446 -0.19897 -4.91734
O -2.74489 0.39341 1.31414
C 5.77836 -4.04964 -5.07464
H 3.99356 8.69756 -5.84270
C 8.97924 -0.91926 -0.45976
H 2.26937 5.92008 -6.60212
O 0.46456 -8.65200 -5.92483
H 14.85756 -0.99713 1.18002
C 5.01070 -2.92793 -5.24656
P 1.44128 7.98727 -4.33237
F -2.91010 -0.37155 -1.67400
H -8.39910 0.30365 -3.31626
O -0.63379 -9.57359 -7.74570
Cd -2.95234 4.42901 -2.25053
S -1.49520 0.39051 0.48606
H 11.89425 -4.14008 -1.25757
H 6.94463 0.08392 7.25952
C -9.22247 1.00854 -3.43161
O 4.39751 2.63275 9.15476
H -1.94560 -6.44320 8.20930
C 9.95281 0.28025 1.50795
C -0.41073 -11.69982 -8.63725
H -2.51965 10.91207 4.72538
C -3.75612 7.89997 2.24001
H -14.15225 -2.24496 5.59968
H 2.44835 9.34578 -1.13402
F 2.44493 2.63752 -0.11878
H -7.31003 -2.86923 5.32708
C 0.05007 8.36351 -6.77503
C 1.97174 -4.15212 5.92232
H 1.49847 11.19882 -2.63070
H -12.08868 -7.19577 -4.22168
H 11.35978 -2.07187 2.08949
C 11.17710 -3.36179 -0.99671
H 2.74208 -3.46311 6.26864
H -13.89056 -1.25535 7.11499
N 10.13357 -0.64897 0.37046
H 3.54570 -4.21116 -2.66669
O -10.53022 -5.96582 -3.35124
C -11.92785 -6.41894 -3.47419
H -11.38192 1.05606 -3.93573
O -10.02902 -2.01241 5.85241
N 11.79825 -2.07411 -1.29758
O 0.22410 3.90743 0.75812
C 4.11660 -4.13895 -3.58061
O 11.89574 0.59873 -1.10080
H 8.82709 -0.18608 -1.25185
H -12.40574 -6.16385 -1.37211
H -1.66232 10.68232 3.18948
H 8.07460 -1.04984 0.13412
C -12.40243 -6.94581 -2.13147
O -12.15196 -2.07330 6.10843
H 5.53213 -5.82148 -3.72680
C 5.20188 -4.86541 -4.10531
H 0.52840 7.71686 -7.51067
H 11.91616 -2.26760 -3.34617
C 1.98120 1.24269 8.99492
C 0.53356 -5.89811 6.83347
H 1.24418 -3.34064 5.90612
H 12.95840 -1.86780 2.82366
H 0.42721 10.73455 -3.85842
N 2.89706 7.20214 -4.91520
H -0.76587 7.81612 -6.30311
N -1.16608 1.81681 -0.25664
H 4.65776 8.22591 -4.32201
H -3.75478 5.56795 3.01562
H -0.97740 -5.30272 -7.49537
H -4.52680 10.02177 3.92325
H 12.83784 -3.02436 1.53215
O 0.68922 -7.03372 7.58264
O -11.13751 -0.16433 6.79891
H 7.93086 -0.67908 8.60344
H 1.12241 10.78493 -6.49721
H -0.35129 9.12248 -7.44658
H -13.45125 -7.24253 -2.12627
H 2.43239 9.64680 -7.08841
C -2.40512 10.25513 3.86317
H 0.11291 -8.82517 8.10231
C -8.74766 -1.35422 6.00370
O -8.58223 -5.64370 -4.18274
F 1.36972 0.84722 -0.81239
H 3.64449 5.32904 -5.74598
C -1.89689 -0.82070 -0.97934
H -12.57795 -5.60636 -3.79854
H 4.81311 7.15734 -5.76876
H 2.14676 -4.43838 4.88524
P 11.65612 -0.66374 -0.33584
H 7.11530 1.18055 10.16258
F -2.18391 -2.06338 -0.46945
H -7.87055 -4.80075 -5.95622
C 0.97899 10.32074 -3.01438
H -9.94017 0.69318 0.52893
C -3.84616 6.24950 3.86135
N 1.93273 9.23278 -3.23487
H 1.64779 1.88649 9.80884
N 12.71800 -1.06769 0.94362
O 0.32635 7.08735 -3.85119
H 6.73602 -4.19877 -5.55113
H 14.21896 0.06253 0.02945
H 0.27026 -11.43550 -9.44627
C 7.49645 0.23023 8.18806
S 0.04009 2.46900 0.90853
C -3.74723 10.21317 3.18586
H -11.70979 -7.74858 -1.87869
O -9.45356 1.46097 -2.15437
N 4.01565 -2.97789 -4.32890
H -10.77828 -0.48825 -3.32153
C -0.21368 -10.90006 -7.36620
H -10.42863 2.24203 1.30727
H 10.02337 1.33096 1.22662
H -13.48976 -0.66809 5.52413
H -8.71305 -0.61460 6.80362
C 14.02105 -0.31394 1.03305
H 0.18136 9.98398 -2.35220
C -10.55384 0.34883 -3.98259
H -2.04088 9.29905 4.23912
C -0.38650 -7.94970 7.68727
H 0.82983 -11.07493 -7.10430
O -10.34034 -5.99103 -5.70029
N 0.98787 8.87908 -5.76965
*
```

Gap between HOMO and LUMO ... 1.000 eV
Total energy ... -177577.5377 eV
Lowest unoccupied orbital energy ... -0.316 Ha

Atomic partial charges in e from the Mulliken method, atoms 1 to 4:
1. H 0.28
2. H 0.34
3. H 0.30
4. O -0.32

---

No. 2
ORCA calculation (ωB97M-V with the def2-TZVPD basis set) on a molecular structure, C27H54AsF6O27.

Structure (ORCA input):
```
! RIJCOSX wB97M-V def2-TZVPD def2/J DEFGRID3
* xyz -1 1
H 0.56232 -12.32931 6.23607
C 8.27920 9.90420 -2.98919
F -0.96913 -0.03898 -1.30028
C 3.63391 -8.80887 -3.50975
C 1.24100 5.85086 3.05713
C 2.22646 -13.35902 -3.03453
O -8.29569 3.58038 -4.48176
H -6.40508 3.18074 -3.95108
H -2.90339 -2.43555 4.95542
H 5.21372 8.54363 5.04187
O 0.22726 -10.46772 5.26317
C -6.08729 1.88537 6.51522
H 3.05728 -8.44522 -2.65926
H -4.02344 -10.98636 -8.80395
O 0.83144 10.54774 -1.78309
F 1.28501 -2.15068 -3.13323
C -4.59501 -8.80781 -7.06264
H -3.23974 -6.93188 -5.40029
C 4.30524 0.85312 6.23337
H 6.61150 5.51860 -4.44635
C -0.39023 7.53933 -3.11403
H 3.80074 -0.10937 6.31813
H -7.09021 1.55007 6.77948
As 0.06658 -1.15439 -2.21936
O 1.49668 9.48528 -3.62760
O 2.12482 6.15882 4.11604
O 4.48489 1.58338 7.48456
H -9.72665 7.16707 -4.18901
O -4.20617 -8.04265 -8.00886
O -5.90768 -0.24941 4.76740
H -6.65181 3.24301 -5.71693
C -8.56382 4.92183 -4.54853
F -0.60980 -2.59532 -1.34435
H -3.30583 -0.93293 3.87169
O 6.49494 0.69655 8.11524
O -0.66565 -9.72387 3.39798
H 8.74280 10.04824 -3.96510
C -5.03550 -10.72226 -8.49722
H 1.85826 -14.08433 -3.76011
H 4.67099 -8.77348 -3.17616
H 5.12590 6.17884 -3.55241
H -4.86428 -6.35510 -5.87050
H -2.33141 -10.03516 2.25064
H 3.59605 1.50628 5.72492
H 0.28073 6.36548 3.02331
C -5.05305 -0.07940 5.61557
H -7.35145 1.87815 -4.87045
H 8.65012 10.58488 -2.22290
C -0.20186 -10.82091 4.02957
H -4.47525 -7.06617 -4.26846
H 4.91432 3.70374 10.36025
C 6.13180 5.76248 -3.49846
O 6.86341 6.81297 -2.83034
H 6.00026 4.88252 -2.86882
F 1.25917 -1.00430 -0.80800
C 7.11161 7.94990 -3.49389
C -7.08351 2.92957 -4.76640
H 3.13280 -13.79381 -2.61311
C -4.30976 -7.13177 -5.34382
H 1.19851 -11.05594 7.02816
C 5.55792 1.40934 8.30270
C 1.97392 11.42500 -1.79771
H 2.02153 -11.54357 5.55040
O -3.88560 -0.73801 5.69325
F 0.88360 0.33208 -2.95162
H 1.62594 12.18693 -1.10023
C 3.04999 -11.08328 -3.07196
H -5.44430 -9.98509 -9.18828
O 2.88894 8.14668 3.27253
O -5.05712 0.89167 6.54301
H 1.49511 -13.15360 -2.25284
O -0.10725 -11.89679 3.40697
H 0.49423 7.07923 -3.55462
H -6.12810 2.37409 5.54179
O 3.53086 7.29244 5.27417
H 3.65956 9.21370 5.77977
H -0.85563 -10.20886 1.36813
H -0.68240 6.92672 -2.26113
H -5.82505 2.61514 7.28124
H 1.08873 4.77230 3.01645
O -4.68215 -8.45932 -5.78329
F -1.13003 -1.21752 -3.56342
H -10.96133 6.26773 -5.26623
O 3.11716 -10.01971 -3.95171
H 5.23501 0.68298 5.69051
O -5.04467 -10.10528 -7.19160
H -11.19532 6.61333 -3.59966
O 7.88063 8.60969 -2.62207
H -5.54463 -11.68604 -8.49506
C -10.42454 6.34014 -4.32033
H -1.13082 7.59195 -3.91207
H -1.57018 -8.59960 1.90586
O 2.51907 -12.17053 -3.72393
C -1.32344 -9.62943 2.16406
O 5.43374 2.09965 9.37575
C 1.04183 -11.37955 5.99916
H 1.70547 5.99927 2.08228
H 3.94437 3.68369 8.93014
C 4.35516 3.03610 9.70475
O -9.74720 5.14984 -4.06719
O -0.22962 8.72534 -2.28762
O 3.40561 -11.08273 -1.91156
H 2.17454 11.83681 -2.78679
H 3.56392 2.59315 10.30957
H 4.58521 8.12657 6.75015
O -7.82367 5.73315 -5.14477
C 0.69157 9.55440 -2.69261
O 6.78112 8.23799 -4.62253
H 7.33698 10.38973 -3.24338
C -3.60016 -1.66630 4.62246
H 3.56480 -8.04982 -4.28896
H 2.91487 10.98787 -1.46362
C 2.79688 7.31145 4.11967
H -4.43202 -2.27177 4.26258
C 4.36994 8.38956 5.71448
*
```

Gap between HOMO and LUMO ... 10.568 eV
Total energy ... -161301.1692 eV
Lowest unoccupied orbital energy ... 0.062 Ha

Atomic partial charges in e from the Mulliken method, atoms 1 to 4:
1. H 0.30
2. C -0.73
3. F -0.47
4. C -0.63

---

- Which formula does entry 1 have?
  C46H97CdF6N8O27P2S2